{"formula": "C36H48AsIrN5SSi", "method": "wB97M-V/def2-TZVPD", "elements": ["Ir", "C", "C", "C", "C", "C", "C", "N", "N", "Si", "C", "C", "C", "H", "H", "H", "H", "H", "H", "H", "H", "H", "H", "H", "H", "H", "H", "H", "S", "C", "N", "C", "C", "N", "H", "H", "H", "H", "H", "H", "C", "C", "C", "C", "C", "C", "As", "N", "C", "C", "C", "C", "C", "C", "C", "C", "C", "C", "C", "C", "C", "C", "C", "C", "C", "C", "H", "H", "H", "H", "H", "H", "H", "H", "H", "H", "H", "H", "H", "H", "H", "H", "H", "H", "H", "H", "H", "H", "H", "H", "H", "H", "H"], "xyz": [[0.61088, 0.29147, 1.30469], [-2.41902, 2.08809, 2.20261], [-1.10716, 2.51104, 2.77312], [-0.96459, 3.62456, 3.61907], [0.28324, 4.00551, 4.08993], [1.42268, 3.29948, 3.72776], [1.23985, 2.20011, 2.88944], [-0.01497, 1.83854, 2.45831], [2.08562, 1.32199, 2.33501], [3.90044, 1.17831, 2.49439], [4.11085, 0.64435, 4.26237], [4.39780, -0.13948, 1.28637], [4.61623, 2.86597, 2.16409], [-2.67761, 2.72386, 1.35225], [-3.21418, 2.17919, 2.94050], [-2.36106, 1.06168, 1.84215], [-1.84934, 4.17869, 3.90025], [0.36695, 4.86571, 4.74013], [2.41168, 3.57918, 4.06085], [3.57111, -0.28445, 4.45786], [3.75879, 1.40088, 4.96615], [5.16837, 0.46431, 4.47185], [4.51357, -1.10003, 1.79125], [5.35274, 0.11333, 0.82161], [3.67008, -0.26311, 0.48370], [4.77478, 3.42515, 3.08799], [3.98432, 3.46598, 1.50738], [5.58695, 2.76658, 1.67365], [0.32845, -0.92264, 3.34439], [-1.09448, -1.85560, 3.32549], [-1.42833, -2.65448, 4.33452], [-2.64093, -3.42698, 4.04503], [-3.19242, -2.69425, 2.80919], [-2.02240, -1.92266, 2.36937], [-0.79370, -2.85907, 5.08881], [-3.32985, -3.40289, 4.88497], [-2.38483, -4.46307, 3.82362], [-4.01559, -2.02548, 3.06278], [-3.51803, -3.38358, 2.03414], [-2.03895, -1.24011, 1.62932], [0.44755, -5.47298, -4.28505], [0.25092, -4.25765, -3.42729], [-0.11801, -3.03857, -3.98123], [-0.32228, -1.90027, -3.21017], [-0.65060, -0.61352, -3.92421], [-0.15970, -2.01465, -1.82162], [-0.48482, -0.46110, -0.73217], [1.12109, 0.39267, -0.51824], [2.16210, 0.92465, -1.29853], [2.71298, 2.15059, -0.93597], [3.76927, 2.66819, -1.67008], [4.27062, 1.96653, -2.75762], [3.71153, 0.74637, -3.11666], [2.65394, 0.21806, -2.39420], [-1.98674, 0.53788, -1.42771], [-1.89431, 1.84658, -1.92070], [-0.60502, 2.61846, -1.95749], [-3.04467, 2.44221, -2.42016], [-4.26996, 1.78624, -2.44545], [-5.49450, 2.43850, -3.01934], [-4.33481, 0.50320, -1.91813], [-3.21797, -0.13318, -1.39240], [-3.42808, -1.49337, -0.76585], [0.24994, -3.22078, -1.23033], [0.54178, -3.37173, 0.23876], [0.44600, -4.32105, -2.05135], [0.41438, -5.22432, -5.34360], [-0.33380, -6.20858, -4.08664], [1.40429, -5.95006, -4.07221], [-0.23567, -2.96244, -5.05616], [-0.30607, -0.67544, -4.95515], [-0.15632, 0.24765, -3.47258], [-1.72265, -0.41132, -3.94034], [2.29110, 2.69865, -0.10159], [4.19411, 3.62609, -1.39929], [5.09347, 2.37219, -3.33029], [4.10546, 0.19990, -3.96315], [2.22803, -0.74140, -2.65737], [-0.11632, 2.64080, -0.98298], [-0.78671, 3.64623, -2.26568], [0.10601, 2.18715, -2.66640], [-2.97763, 3.44973, -2.81443], [-5.28753, 3.45257, -3.35475], [-6.29530, 2.47914, -2.28017], [-5.86820, 1.86936, -3.87150], [-5.28502, -0.02029, -1.91117], [-4.11100, -2.08858, -1.37151], [-3.89629, -1.38320, 0.21681], [-2.52277, -2.08931, -0.65286], [-0.11680, -2.77234, 0.86102], [1.56933, -3.07085, 0.46162], [0.43419, -4.41304, 0.54007], [0.76356, -5.25567, -1.60289]], "forces_ev_per_angstrom": [[0.179, -0.043, -0.266], [0.024, -0.028, -0.007], [0.104, -0.085, -0.092], [0.057, 0.056, 0.040], [0.017, 0.023, 0.014], [-0.002, 0.048, 0.016], [-0.129, -0.055, -0.005], [-0.342, 0.060, 0.215], [0.073, 0.077, -0.076], [-0.043, -0.052, 0.055], [0.002, -0.007, 0.010], [-0.005, 0.010, -0.007], [0.000, 0.040, -0.029], [0.014, 0.001, -0.008], [0.004, 0.004, 0.011], [-0.007, 0.012, 0.011], [0.005, 0.011, 0.008], [0.011, -0.002, 0.000], [-0.011, 0.027, 0.018], [0.012, 0.001, 0.002], [0.007, -0.001, 0.006], [-0.008, 0.007, -0.008], [-0.005, -0.001, 0.002], [0.005, -0.022, 0.011], [0.013, 0.017, -0.010], [-0.005, -0.003, 0.000], [0.009, -0.004, -0.016], [-0.003, -0.001, 0.025], [0.080, -0.174, 0.057], [-0.029, 0.085, 0.050], [-0.051, -0.016, 0.010], [0.035, -0.031, 0.001], [0.040, -0.012, -0.034], [-0.022, 0.067, 0.096], [-0.018, 0.007, 0.000], [0.001, -0.008, 0.004], [-0.003, -0.005, -0.006], [-0.005, 0.006, 0.019], [-0.012, 0.009, -0.003], [0.024, -0.031, -0.045], [0.001, -0.005, 0.002], [0.005, 0.029, 0.008], [0.016, -0.002, -0.031], [0.003, -0.033, -0.052], [0.018, -0.023, -0.036], [-0.025, 0.008, 0.091], [-0.046, 0.006, -0.062], [0.007, 0.002, 0.045], [-0.055, -0.016, -0.044], [0.043, -0.028, -0.088], [-0.016, 0.005, 0.031], [0.023, 0.020, -0.009], [-0.004, -0.028, -0.005], [0.044, 0.092, 0.019], [-0.024, 0.028, 0.011], [0.024, -0.059, 0.011], [0.022, 0.011, -0.008], [-0.009, 0.025, 0.014], [-0.028, -0.001, -0.004], [-0.001, 0.004, -0.003], [-0.006, 0.012, 0.014], [0.025, 0.014, 0.032], [-0.018, 0.021, -0.044], [-0.009, -0.022, 0.015], [0.032, -0.016, -0.013], [-0.036, 0.009, -0.022], [0.001, 0.004, -0.001], [0.000, 0.000, 0.001], [-0.001, 0.001, 0.005], [0.000, 0.001, 0.005], [-0.022, 0.000, -0.004], [0.013, -0.036, -0.018], [0.006, -0.016, 0.003], [-0.008, -0.016, 0.002], [0.007, -0.002, -0.007], [-0.004, 0.002, 0.003], [0.001, 0.002, 0.002], [-0.028, -0.021, 0.005], [-0.001, 0.009, 0.028], [-0.003, -0.006, -0.009], [0.014, 0.011, 0.024], [0.002, -0.004, -0.001], [0.005, 0.001, 0.002], [-0.002, -0.002, -0.002], [0.001, -0.001, 0.001], [0.001, -0.001, -0.001], [0.003, 0.003, 0.000], [-0.015, 0.009, -0.005], [0.078, -0.023, -0.009], [-0.049, 0.019, 0.046], [-0.021, 0.027, 0.004], [0.020, 0.004, -0.011], [0.000, -0.003, -0.003]], "largest_force_ev_per_a": 0.41, "energy_ha": -4701.747897, "charge": 2, "orbital_gap_ha": [0.2737, 0.1913], "spin_multiplicity": 2}

{"formula": "C24H32BiGe2N4O5SSbSe4", "method": "wB97M-V/def2-TZVPD", "elements": ["Bi", "O", "C", "N", "C", "C", "S", "O", "O", "C", "C", "N", "C", "N", "C", "C", "N", "O", "O", "C", "H", "H", "H", "H", "H", "H", "H", "H", "H", "H", "H", "H", "H", "Se", "Sb", "Se", "Se", "Se", "C", "Ge", "C", "C", "Ge", "C", "C", "C", "C", "C", "C", "C", "C", "C", "C", "C", "C", "H", "H", "H", "H", "H", "H", "H", "H", "H", "H", "H", "H", "H", "H", "H", "H", "H", "H", "H"], "xyz": [[-2.11901, 0.13292, 0.44777], [-2.45954, -2.53127, -2.99041], [-2.40279, -1.76000, -2.13883], [-2.37671, -0.94696, -1.26944], [5.04490, -2.40811, 4.51712], [4.46957, -3.68325, 5.08374], [2.66122, -3.57501, 5.21922], [2.26304, -2.27809, 5.69679], [2.14930, -4.71535, 5.91903], [1.94366, -3.66144, 3.51251], [0.45619, -3.81186, 3.78979], [-0.36423, -3.27487, 2.72858], [-0.74568, -1.99737, 2.58908], [-1.46574, -1.85493, 1.46596], [-1.55518, -3.07359, 0.88050], [-0.86637, -3.96870, 1.65153], [-0.69751, -5.36682, 1.39282], [0.21452, -5.93301, 1.94545], [-1.48926, -5.84896, 0.62226], [-0.41457, -0.91032, 3.51763], [6.11794, -2.37829, 4.68598], [4.59624, -1.54888, 5.00981], [4.86636, -2.33670, 3.44721], [4.79487, -3.86871, 6.10500], [4.67321, -4.55834, 4.47481], [2.34322, -4.50595, 2.96164], [2.17401, -2.71713, 3.02945], [0.22964, -3.28217, 4.71824], [0.22552, -4.86908, 3.92271], [-2.06895, -3.24549, -0.04111], [-0.22565, -1.27590, 4.52413], [-1.21413, -0.17668, 3.55748], [0.49722, -0.39662, 3.20122], [0.53452, 4.92267, 0.61334], [1.67593, 2.87648, 1.24274], [0.94834, 2.30773, 3.48795], [3.95392, 2.29362, 0.63056], [0.26533, 0.56693, -0.10954], [-3.33107, 4.29506, -2.80931], [-3.05543, 2.90296, -1.41237], [-4.52319, 1.56457, -1.62153], [-3.21583, 3.76501, 0.38084], [-0.73254, 1.96460, -1.93043], [0.82628, 3.15463, -2.33170], [0.69280, 4.50700, -2.61562], [1.80745, 5.26043, -2.94921], [3.05122, 4.65930, -3.02511], [3.18523, 3.30401, -2.77388], [2.07645, 2.55849, -2.41280], [-0.83883, 0.62290, -3.37046], [0.09624, -0.39079, -3.51263], [-0.00560, -1.28840, -4.55843], [-1.04863, -1.18312, -5.46221], [-1.99110, -0.17855, -5.32240], [-1.88047, 0.72465, -4.28208], [-4.27766, 4.79626, -2.62684], [-3.36779, 3.86902, -3.80870], [-2.54856, 5.04761, -2.78499], [-5.43190, 2.14610, -1.74993], [-4.66703, 0.89972, -0.77362], [-4.38650, 0.95484, -2.50867], [-4.24337, 4.10540, 0.46701], [-2.56756, 4.63520, 0.42441], [-2.99067, 3.13499, 1.23840], [-0.27480, 4.98173, -2.54575], [1.70122, 6.31761, -3.14159], [3.92265, 5.24448, -3.27452], [4.15223, 2.82950, -2.86106], [2.18094, 1.50268, -2.17870], [0.89804, -0.49186, -2.79050], [0.71806, -2.08014, -4.66653], [-1.13701, -1.89255, -6.26883], [-2.81738, -0.10348, -6.01319], [-2.60925, 1.51969, -4.16975]], "forces_ev_per_angstrom": [[-1.034, -0.293, 1.168], [-0.051, -1.004, -0.879], [-0.114, 0.335, 0.159], [-0.375, 0.218, 0.486], [0.043, 0.169, -0.032], [-0.850, 0.171, -0.095], [-0.037, -0.089, -0.670], [0.214, 0.460, 0.014], [0.141, -0.569, 0.058], [0.595, 0.014, 0.858], [0.338, -0.371, 0.841], [-0.166, 0.021, -0.446], [-0.152, -0.115, -0.022], [0.147, 0.125, 0.381], [0.287, -0.885, 0.051], [-0.645, 1.008, -0.531], [-0.272, 0.245, -0.087], [0.482, -0.368, 0.214], [-0.134, -0.225, -0.272], [0.310, 0.060, 0.199], [0.078, -0.018, -0.042], [0.053, 0.092, -0.008], [0.006, 0.078, -0.107], [-0.103, -0.080, 0.119], [0.022, -0.202, 0.016], [0.097, -0.059, -0.078], [0.102, 0.099, -0.105], [-0.278, -0.065, -0.196], [-0.113, 0.327, 0.072], [-0.130, -0.132, -0.154], [-0.046, 0.006, 0.055], [-0.072, 0.100, 0.003], [-0.023, 0.064, -0.019], [-0.281, 0.237, -0.224], [1.536, -1.084, 1.403], [0.010, 0.552, -0.912], [-1.246, 0.304, 0.092], [1.288, 0.695, -0.620], [0.166, -0.362, 0.297], [-0.169, 0.465, -0.004], [0.514, 0.242, -0.076], [0.188, -0.186, -0.606], [0.587, 0.023, -0.621], [-0.773, -0.569, 0.264], [-0.140, 0.167, 0.201], [-0.057, 0.147, 0.022], [0.107, -0.061, -0.054], [0.077, 0.006, -0.094], [-0.143, -0.329, -0.029], [-0.066, 0.530, 0.376], [0.199, 0.038, 0.168], [0.044, -0.046, -0.111], [-0.067, 0.036, -0.102], [-0.063, -0.059, -0.168], [-0.036, 0.202, 0.144], [-0.150, -0.014, 0.128], [0.047, -0.110, -0.038], [0.096, 0.026, 0.044], [-0.126, 0.124, 0.047], [-0.032, 0.012, 0.108], [0.079, -0.074, -0.095], [-0.197, -0.004, 0.016], [0.089, 0.025, -0.002], [0.048, -0.110, 0.010], [-0.095, 0.096, -0.073], [-0.005, 0.081, -0.038], [0.061, 0.072, -0.062], [0.026, -0.010, 0.109], [0.142, 0.087, -0.098], [0.046, -0.052, -0.049], [0.118, -0.096, 0.002], [-0.006, -0.098, -0.100], [-0.038, 0.000, -0.102], [-0.099, -0.020, -0.106]], "largest_force_ev_per_a": 2.35, "energy_ha": -16141.259989, "charge": 1, "orbital_gap_ha": [0.2303, 0.1921], "spin_multiplicity": 2}

{"formula": "C3H8N4", "method": "wB97M-V/def2-TZVPD", "elements": ["C", "C", "C", "N", "N", "N", "N", "H", "H", "H", "H", "H", "H", "H", "H"], "xyz": [[1.41537, -0.47876, 0.28905], [1.30384, 0.97022, -0.36115], [0.16587, -1.23804, -0.11685], [-2.76438, -0.77706, -0.02700], [-2.09177, 0.28259, 0.13432], [-0.01145, 1.40583, 0.13036], [-0.84639, 0.32712, 0.09626], [2.11904, -1.06245, -0.33978], [1.49628, -0.27219, 1.43772], [2.14640, 1.71615, 0.08171], [1.22783, 0.89690, -1.51447], [0.04862, -1.30699, -1.19062], [-0.40088, -1.89315, 0.51617], [-3.79633, -0.52687, -0.04025], [-0.01207, 1.95670, 0.90453]], "forces_ev_per_angstrom": [[0.098, -0.037, -0.471], [-0.006, 0.224, 0.650], [-1.831, 5.207, 0.850], [-0.015, -0.343, 0.030], [-2.308, 2.477, -0.406], [0.335, -0.267, -3.456], [1.694, -5.207, -0.265], [1.034, 0.476, 1.470], [0.397, -1.145, -2.181], [-2.025, -1.813, -1.482], [0.636, 0.270, 1.830], [0.049, -0.686, 0.007], [0.212, -0.505, 0.102], [1.784, 0.051, 0.272], [-0.056, 1.298, 3.049]], "largest_force_ev_per_a": 5.58, "energy_ha": -337.941315, "orbital_gap_ha": 0.3205}